No. 1
DFT (ωB97M-V/def2-TZVPD) results for a structure of composition C4H4INO2 in a non-equilibrium geometry.

```
12
Properties=species:S:1:pos:R:3
C 0.9874 -0.6541 0.3874
C 2.3276 3.7023 -0.4714
C -1.7147 -2.4637 0.7302
C -1.0735 -1.6932 -0.2667
N -0.1024 -0.7913 -0.0168
O 3.0120 2.7893 -0.3564
O 1.7223 4.6569 -0.6253
I -1.1622 1.5496 -1.1495
H 1.5507 0.2172 0.7896
H -1.4805 -2.6480 1.6974
H -2.7570 -2.9576 0.5599
H -1.3097 -1.7074 -1.2784
```

As for the energy above the lowest of the compared OMol25 structures with the same formula, charge and spin: 324.0 kJ/mol. As for the LUMO energy (alpha / beta): -2.24 / -1.28 eV.

Partial charges, Mulliken, in e:
1. C -0.14
2. C 0.69
3. C -0.69
4. C -0.06
5. N -0.13
6. O -0.37
7. O -0.33
8. I -0.29
9. H 0.31
10. H 0.33
11. H 0.20
12. H 0.47

No. 2
DFT (ωB97M-V/def2-TZVPD) results for the ion C8H10N3O2 with charge +1 in a non-equilibrium geometry.

```
23
Properties=species:S:1:pos:R:3
C -1.5582 -1.2398 -2.8363
O -0.7448 -0.4226 -2.0117
C -0.9549 -0.3507 -0.7240
O -1.8967 -0.7893 -0.1331
C 0.2667 0.3304 -0.1340
N 0.0477 1.1143 0.8782
C -1.2240 1.3646 1.5501
N 0.9133 1.7052 1.7511
C 2.0001 1.0857 2.0540
C 2.4200 -0.2817 1.7303
C 2.5027 -1.0850 0.6361
N 2.4427 -0.6323 -0.6870
C 1.5027 0.1326 -1.0134
H -1.2077 -2.2343 -2.9192
H -1.8461 -0.8470 -3.7845
H -2.5358 -1.6152 -2.4856
H -1.2215 1.3534 2.6322
H -1.8008 2.2863 1.1291
H -1.7965 0.5426 1.2663
H 2.6533 1.5102 2.8839
H 2.7176 -0.8089 2.5290
H 2.8608 -2.0970 0.7263
H 1.3303 0.6265 -1.9243
```

As for the energy above the lowest of the compared OMol25 structures with the same formula, charge and spin: 572.8 kJ/mol. As for the LUMO energy: -5.83 eV. Its charge is +1. The SMILES is COC(=O)C1=[N+](C)/N=C\C=C/N=C\1.

Partial charges, Mulliken, in e:
1. C -0.89
2. O -0.25
3. C 0.49
4. O -0.54
5. C 0.68
6. N 0.73
7. C -0.93
8. N -1.13
9. C -0.03
10. C -0.44
11. C -0.22
12. N -0.41
13. C -0.08
14. H 0.38
15. H 0.36
16. H 0.34
17. H 0.34
18. H 0.29
19. H 0.47
20. H 0.40
21. H 0.48
22. H 0.44
23. H 0.53

No. 3
DFT (ωB97M-V/def2-TZVPD) results for a cluster of 10 separate species, C69H88F8N15O17S8 in total in a non-equilibrium geometry.

```
205
Properties=species:S:1:pos:R:3
C -4.4452 -0.7032 1.0385
C -4.0286 -1.7054 2.1251
C -4.9021 -2.8675 1.7863
C -4.5633 -4.0647 2.6048
C -3.0948 -4.5100 2.5145
C -2.1196 -3.3393 2.7297
N -2.5978 -2.1011 2.0325
O -1.6644 -0.9452 2.1791
C -0.7152 -3.8046 2.2090
C -1.9666 -2.9926 4.2561
C -4.3961 -1.1670 3.5569
H -5.3114 -0.0802 1.2613
H -4.6236 -1.1690 0.0693
H -3.6303 -0.0069 0.8405
H -4.9148 -3.0823 0.7178
H -5.9166 -2.6457 2.1175
H -5.1980 -4.8250 2.1496
H -4.8047 -4.0370 3.6673
H -2.9323 -4.9110 1.5140
H -2.9764 -5.3434 3.2071
H 0.1181 -3.1231 2.3797
H -0.6816 -4.0124 1.1395
H -0.4587 -4.7922 2.5925
H -1.3960 -2.0736 4.3904
H -1.3898 -3.7859 4.7317
H -2.9424 -2.8907 4.7309
H -3.5309 -0.8719 4.1507
H -4.9933 -1.8009 4.2123
H -4.9413 -0.2253 3.4923
C -6.1927 10.4527 14.3902
N -5.7200 9.8433 13.1551
C -4.4781 10.1174 12.6879
C -4.0379 9.5260 11.4127
C -4.9002 8.5452 10.8338
C -6.0770 8.2698 11.4674
C -6.5156 8.9713 12.6020
C -4.5856 7.8495 9.5358
C -4.1290 8.5686 8.4518
C -3.8446 7.9043 7.3061
N -4.0500 6.5435 7.1176
C -4.4809 5.8026 8.1853
C -4.7351 6.4224 9.3986
C -3.7453 5.8732 5.8104
H -5.9657 11.5187 14.3771
H -5.6849 10.0090 15.2465
H -7.2795 10.3883 14.4437
H -3.9120 10.8379 13.2595
H -3.0586 9.7158 10.9988
H -6.7462 7.5450 11.0278
H -7.5298 8.8256 12.9435
H -3.8386 9.6080 8.4090
H -3.3184 8.3810 6.4923
H -4.6146 4.7507 7.9801
H -5.0665 5.8376 10.2440
H -3.0482 6.3775 5.1412
H -4.5791 5.4829 5.2269
H -3.1113 5.0334 6.0948
C 10.2205 -7.9396 -2.0980
N 8.9107 -8.6099 -1.6389
C 7.9974 -8.9846 -2.6009
C 6.7870 -9.4354 -2.1724
C 6.4986 -9.6247 -0.8148
C 7.5638 -9.4148 0.1472
C 8.7418 -8.8557 -0.3147
C 5.1575 -10.0385 -0.4015
C 4.1057 -9.1400 -0.6425
C 2.7838 -9.5509 -0.3653
N 2.5753 -10.7053 0.2220
C 3.5684 -11.6200 0.4490
C 4.8726 -11.2904 0.1334
C 1.2084 -11.0817 0.7392
H 10.5261 -8.3161 -3.0742
H 11.0308 -8.1339 -1.3953
H 9.9722 -6.8800 -2.1600
H 8.2130 -8.7377 -3.6299
H 6.0062 -9.6345 -2.8914
H 7.3704 -9.5433 1.2019
H 9.5079 -8.4872 0.3515
H 4.3655 -8.2401 -1.1801
H 1.9443 -8.9168 -0.6094
H 3.3156 -12.5860 0.8606
H 5.6374 -12.0337 0.3036
H 0.4531 -10.3224 0.5365
H 1.3917 -11.2081 1.8062
H 0.8704 -11.9972 0.2539
C -6.7961 -5.8863 -4.2665
N -6.8718 -4.8483 -5.2799
C -8.0753 -4.3975 -5.6928
C -8.2446 -3.3725 -6.6092
C -7.1589 -2.6452 -6.9963
C -5.8926 -3.1805 -6.6680
C -5.7686 -4.2498 -5.7732
C -7.3052 -1.4218 -7.8697
C -8.0077 -1.5026 -9.0693
C -8.0803 -0.4464 -9.9652
N -7.4943 0.7424 -9.5919
C -6.8803 0.8940 -8.4918
C -6.6549 -0.1931 -7.6702
C -7.7229 1.8674 -10.4747
H -6.7970 -6.8197 -4.8294
H -7.6922 -5.6933 -3.6766
H -5.8957 -5.8068 -3.6574
H -8.9435 -4.9302 -5.3336
H -9.2475 -3.0914 -6.8948
H -4.9934 -2.7455 -7.0786
H -4.7947 -4.6714 -5.5729
H -8.5770 -2.3866 -9.3162
H -8.6453 -0.5250 -10.8822
H -6.4244 1.8209 -8.1764
H -6.1744 0.0090 -6.7243
H -8.7410 1.7693 -10.8516
H -7.0039 1.6836 -11.2731
H -7.6076 2.8541 -10.0262
C 0.3842 1.5099 -5.5851
N 1.3179 1.9937 -6.6477
C 2.5556 1.4449 -6.7113
C 3.4619 1.8198 -7.7862
C 3.0740 2.8630 -8.6285
C 1.8811 3.4751 -8.3981
C 0.9779 3.0177 -7.4240
C 4.0390 3.3636 -9.6880
C 4.4765 4.7126 -9.6904
C 5.2496 5.1966 -10.7699
N 5.6013 4.3192 -11.7787
C 5.2369 2.9739 -11.7364
C 4.5375 2.4896 -10.6591
C 6.5574 4.8324 -12.7356
H 0.7159 1.8202 -4.5942
H 0.4189 0.4205 -5.5947
H -0.6303 1.8733 -5.7492
H 2.7974 0.7008 -5.9669
H 4.4379 1.3609 -7.8436
H 1.5561 4.1182 -9.2026
H -0.0087 3.4211 -7.2498
H 4.2818 5.4283 -8.9054
H 5.7119 6.1717 -10.8141
H 5.5556 2.4511 -12.6261
H 4.1593 1.4856 -10.5360
H 7.3634 5.2990 -12.1692
H 5.9340 5.4967 -13.3341
H 6.9478 4.0782 -13.4188
C 12.8510 0.1790 8.7267
N 11.6973 0.4547 7.8540
C 11.8949 1.2628 6.8315
C 10.9308 1.5602 5.9256
C 9.6313 1.0285 6.0804
C 9.3882 0.1811 7.2088
C 10.5033 -0.1398 8.0658
C 8.5724 1.2433 5.1225
C 7.4319 0.4156 5.0137
C 6.3861 0.7832 4.1490
N 6.4645 1.8881 3.4071
C 7.5277 2.6920 3.4779
C 8.5846 2.4636 4.3856
C 5.3630 2.2829 2.5331
H 12.6024 0.8917 9.5131
H 13.8148 0.4225 8.2796
H 12.7459 -0.8540 9.0583
H 12.9229 1.5702 6.7089
H 11.2107 2.0139 4.9863
H 8.4083 -0.2300 7.4013
H 10.4812 -0.7608 8.9491
H 7.3208 -0.5029 5.5709
H 5.4650 0.2291 4.0441
H 7.5766 3.5572 2.8333
H 9.4767 3.0717 4.4139
H 5.1047 1.5163 1.8026
H 5.4651 3.2386 2.0190
H 4.5358 2.4491 3.2232
N -4.6950 6.4593 -5.4648
S -4.2331 6.7370 -4.0964
O -5.0590 7.6987 -3.3802
O -2.7869 6.7363 -3.9489
F -4.6374 5.3254 -3.3196
S -3.9348 7.7192 -6.2164
O -2.5876 7.4237 -6.7332
O -4.1616 9.0631 -5.7558
F -4.8551 7.6909 -7.5872
N 0.9384 2.5500 10.3608
S 1.1953 2.5391 8.6917
O 0.4184 3.4804 7.9233
O 1.6627 1.3046 8.1024
F 2.5754 3.4398 8.8044
S 0.0759 1.2792 10.3612
O 0.6982 0.0195 10.8007
O -0.9991 1.1718 9.3866
F -0.6358 1.6070 11.7405
N 6.7926 -2.1607 -3.9873
S 6.8786 -2.6464 -2.3675
O 7.7615 -3.8305 -2.0084
O 5.6427 -2.5382 -1.5636
F 7.7630 -1.3393 -1.9183
S 6.7710 -3.4665 -4.6494
O 5.6840 -4.3785 -4.2755
O 8.0151 -4.1564 -4.9699
F 6.1837 -2.9295 -6.0936
N -12.8803 1.0660 -4.1518
S -11.6502 -0.0083 -3.5836
O -10.2772 0.2474 -4.0906
O -11.9504 -1.4319 -3.3543
F -11.5844 0.6000 -2.0723
S -13.3068 0.2477 -5.3299
O -14.5371 -0.5585 -5.2389
O -12.2676 -0.2263 -6.2268
F -13.8084 1.5967 -6.0699
```

As for the energy above the lowest of the compared OMol25 structures with the same formula, charge and spin: 0.0 kJ/mol. As for the LUMO energy: -9.34 eV. Its charge is +5.

Atomic partial charges in e from the Mulliken method, atoms 1 to 99:
1. C -1.74
2. C 1.89
3. C -1.22
4. C -0.77
5. C -1.05
6. C 1.55
7. N 0.23
8. O -0.56
9. C -1.81
10. C -1.79
11. C -1.81
12. H 0.38
13. H 0.35
14. H 0.43
15. H 0.42
16. H 0.29
17. H 0.36
18. H 0.32
19. H 0.41
20. H 0.43
21. H 0.36
22. H 0.45
23. H 0.38
24. H 0.40
25. H 0.42
26. H 0.39
27. H 0.40
28. H 0.33
29. H 0.42
30. C -0.94
31. N 0.03
32. C -0.21
33. C -0.69
34. C 0.81
35. C -0.73
36. C -0.14
37. C 0.66
38. C -0.67
39. C -0.19
40. N 0.07
41. C -0.34
42. C -0.62
43. C -0.93
44. H 0.40
45. H 0.36
46. H 0.32
47. H 0.45
48. H 0.49
49. H 0.48
50. H 0.39
51. H 0.45
52. H 0.38
53. H 0.53
54. H 0.55
55. H 0.32
56. H 0.34
57. H 0.42
58. C -0.91
59. N 0.02
60. C -0.38
61. C -0.46
62. C 0.52
63. C -0.63
64. C -0.25
65. C 0.59
66. C -0.73
67. C -0.09
68. N -0.01
69. C -0.39
70. C -0.49
71. C -0.90
72. H 0.36
73. H 0.36
74. H 0.36
75. H 0.45
76. H 0.51
77. H 0.48
78. H 0.44
79. H 0.61
80. H 0.40
81. H 0.48
82. H 0.50
83. H 0.31
84. H 0.39
85. H 0.34
86. C -0.94
87. N 0.05
88. C -0.28
89. C -0.58
90. C 0.58
91. C -0.65
92. C -0.23
93. C 0.81
94. C -0.59
95. C -0.41
96. N 0.03
97. C -0.05
98. C -0.72
99. C -0.95